{"formula": "C25H32N8RuS", "method": "ωB97M-V/def2-TZVPD", "species": ["Ru", "C", "C", "C", "N", "C", "C", "C", "C", "C", "C", "C", "N", "C", "C", "C", "N", "C", "C", "C", "C", "C", "C", "C", "N", "C", "C", "H", "H", "H", "H", "H", "H", "H", "H", "H", "H", "H", "H", "H", "H", "H", "H", "H", "H", "H", "H", "H", "H", "H", "H", "H", "H", "C", "C", "N", "N", "C", "S", "N", "N", "H", "H", "H", "H", "H", "H"], "xyz": [[0.31, 0.02, -0.07], [3.95, 1.31, 2.01], [3.80, 0.55, 0.68], [3.08, -0.79, 0.89], [1.98, -1.11, 0.00], [2.06, -2.17, -0.83], [3.26, -2.76, -1.21], [3.53, -3.95, -1.88], [2.68, -4.91, -2.37], [1.28, -4.83, -2.36], [0.46, -3.81, -1.97], [0.75, -2.54, -1.40], [-0.14, -1.58, -1.32], [-1.26, -1.59, -2.24], [-1.60, -0.16, -2.67], [-0.38, 0.72, -2.89], [0.20, 1.17, -1.62], [0.76, 2.40, -1.51], [1.10, 3.14, -2.64], [1.52, 4.47, -2.78], [1.64, 5.45, -1.84], [1.43, 5.29, -0.46], [1.20, 4.15, 0.27], [1.03, 2.79, -0.12], [1.02, 1.80, 0.76], [1.51, 2.07, 2.11], [2.99, 2.48, 2.16], [4.98, 1.65, 2.15], [3.76, 0.62, 2.83], [4.76, 0.41, 0.18], [3.18, 1.13, -0.01], [2.67, -0.76, 1.91], [3.80, -1.62, 0.91], [4.14, -2.19, -0.94], [4.59, -4.15, -2.03], [3.12, -5.79, -2.81], [0.76, -5.70, -2.75], [-0.60, -4.00, -2.09], [-2.13, -2.12, -1.85], [-0.94, -2.12, -3.15], [-2.24, 0.34, -1.94], [-2.19, -0.20, -3.58], [-0.69, 1.59, -3.46], [0.38, 0.19, -3.48], [1.04, 2.60, -3.57], [1.74, 4.76, -3.80], [1.91, 6.44, -2.18], [1.50, 6.19, 0.13], [1.12, 4.32, 1.33], [1.39, 1.14, 2.69], [0.88, 2.81, 2.62], [3.18, 3.00, 3.10], [3.18, 3.21, 1.36], [-0.05, -1.07, 5.01], [-0.96, -0.36, 4.08], [-1.93, 0.44, 4.41], [-2.46, 0.86, 3.22], [-1.84, 0.35, 2.16], [-2.10, 0.47, 0.49], [-0.88, -0.44, 2.71], [-0.02, -1.16, 1.87], [-0.41, -0.93, 6.03], [0.96, -0.68, 4.94], [-0.03, -2.14, 4.80], [-3.23, 1.50, 3.21], [-0.44, -2.05, 1.63], [0.86, -1.32, 2.35]], "e_homo_ev": [-9.367, -9.517], "orbital_gap_ev": [6.9, 6.3], "charge": 1, "multiplicity": 2, "molar_mass_g_mol": 577.7}

---

{"formula": "C47H44F3NO7Si", "method": "ωB97M-V/def2-TZVPD", "species": ["C", "N", "C", "C", "O", "C", "C", "O", "O", "C", "C", "C", "F", "C", "F", "F", "C", "C", "Si", "C", "C", "C", "C", "C", "C", "C", "C", "H", "H", "H", "H", "H", "H", "H", "H", "H", "H", "H", "H", "H", "H", "H", "H", "H", "H", "H", "H", "H", "H", "H", "H", "H", "H", "H", "H", "O", "C", "C", "C", "C", "C", "C", "C", "C", "O", "C", "C", "C", "C", "C", "C", "H", "H", "H", "H", "H", "H", "H", "H", "O", "C", "C", "C", "C", "C", "C", "C", "C", "O", "C", "C", "C", "C", "C", "C", "H", "H", "H", "H", "H", "H", "H", "H"], "xyz": [[-1.11, -1.89, 1.36], [-2.50, -1.68, 1.99], [-3.46, -2.15, 0.92], [-2.70, -0.23, 2.37], [-1.76, 0.69, 2.05], [-3.99, 0.36, 3.24], [-5.31, 0.39, 2.22], [-6.44, -0.18, 2.65], [-5.09, 1.00, 0.91], [-6.24, 1.80, 0.45], [-7.16, 0.86, -0.52], [-6.50, 0.50, -1.98], [-5.08, 0.10, -1.94], [-5.83, 3.27, -0.20], [-7.13, 3.92, -0.58], [-4.93, 3.18, -1.37], [-5.16, 4.28, 0.95], [-3.64, 3.84, 1.40], [-2.44, 5.30, 1.76], [-1.77, 5.00, 3.58], [-3.27, 7.03, 1.67], [-0.93, 5.09, 0.52], [0.46, 4.46, 1.13], [1.73, 4.23, 0.06], [1.48, 4.66, -1.52], [0.07, 5.33, -2.09], [-1.19, 5.54, -1.04], [-0.94, -1.18, 0.42], [-1.05, -3.00, 0.91], [-0.28, -1.79, 2.18], [-3.21, -3.24, 0.56], [-4.55, -2.17, 1.39], [-3.53, -1.39, 0.01], [-4.25, -0.38, 4.13], [-3.74, 1.40, 3.71], [-6.91, 2.06, 1.40], [-7.38, -0.14, 0.05], [-8.21, 1.37, -0.75], [-6.61, 1.35, -2.79], [-7.10, -0.45, -2.39], [-5.85, 4.19, 1.91], [-5.25, 5.39, 0.56], [-3.19, 3.21, 0.50], [-3.62, 3.09, 2.33], [-1.24, 3.94, 3.55], [-2.70, 4.86, 4.32], [-1.05, 5.85, 3.93], [-2.63, 7.87, 2.17], [-4.28, 6.95, 2.30], [-3.54, 7.37, 0.58], [0.59, 4.15, 2.28], [2.74, 3.76, 0.41], [2.36, 4.51, -2.29], [-0.07, 5.66, -3.21], [-2.24, 5.97, -1.34], [1.08, -8.34, -4.86], [0.50, -7.70, -3.99], [-0.32, -8.39, -2.98], [-0.42, -9.79, -3.00], [-1.16, -10.45, -2.02], [-1.81, -9.73, -1.02], [-1.73, -8.33, -1.01], [-0.99, -7.66, -1.99], [-0.92, -6.19, -1.98], [-1.55, -5.55, -1.15], [-0.08, -5.50, -2.98], [0.01, -4.10, -2.96], [0.83, -3.44, -3.88], [1.55, -4.18, -4.83], [1.44, -5.57, -4.86], [0.62, -6.23, -3.94], [0.09, -10.37, -3.77], [-1.23, -11.54, -2.04], [-2.37, -10.24, -0.25], [-2.24, -7.77, -0.23], [-0.54, -3.52, -2.22], [0.91, -2.36, -3.86], [2.19, -3.66, -5.54], [2.01, -6.13, -5.60], [9.81, -0.07, 1.33], [8.79, 0.59, 1.22], [8.60, 1.50, 0.07], [9.59, 1.57, -0.92], [9.40, 2.39, -2.04], [8.23, 3.14, -2.17], [7.25, 3.07, -1.17], [7.44, 2.26, -0.05], [6.41, 2.21, 1.00], [5.41, 2.92, 0.93], [6.59, 1.30, 2.15], [5.59, 1.22, 3.13], [5.74, 0.33, 4.20], [6.87, -0.48, 4.29], [7.87, -0.39, 3.31], [7.73, 0.50, 2.24], [10.51, 0.99, -0.83], [10.17, 2.45, -2.81], [8.08, 3.76, -3.04], [6.34, 3.66, -1.28], [4.71, 1.85, 3.07], [4.97, 0.27, 4.97], [6.98, -1.18, 5.11], [8.75, -1.03, 3.39]], "e_homo_ev": -8.258, "smiles": "CN(C)C(=O)CC(=O)O[C@H](CCF)C(F)(F)CC[Si](C)(C)c1ccccc1.O=C1c2ccccc2C(=O)c2ccccc21.O=C1c2ccccc2C(=O)c2ccccc21", "orbital_gap_ev": 7.2, "charge": 0, "multiplicity": 1, "molar_mass_g_mol": 819.9}

---

{"formula": "C4H10NO2S", "method": "ωB97M-V/def2-TZVPD", "species": ["O", "C", "N", "C", "C", "S", "C", "H", "H", "H", "H", "H", "H", "H", "H", "H", "H", "O"], "xyz": [[1.29, 1.18, -0.83], [0.39, 0.38, -0.52], [0.43, -0.19, 0.70], [-0.47, -1.19, 1.36], [-1.99, -0.96, 1.23], [-2.90, -1.70, 2.60], [-0.66, 0.07, -1.53], [1.18, 0.22, 1.23], [-0.19, -2.16, 0.96], [-0.23, -1.08, 2.42], [-2.14, 0.13, 1.22], [-2.24, -1.25, 0.21], [-1.06, -0.93, -1.44], [-0.31, 0.20, -2.55], [-1.55, 0.68, -1.38], [3.15, 2.54, -1.82], [3.42, 1.77, -0.61], [3.88, 2.28, -1.26]], "e_homo_ev": -2.841, "relative_energy_kcal_mol": 20.55, "orbital_gap_ev": 6.1, "charge": -1, "multiplicity": 1, "molar_mass_g_mol": 136.2}

---

{"formula": "C37H59BN10OPSSr", "method": "ωB97M-V/def2-TZVPD", "species": ["Sr", "C", "C", "C", "C", "N", "N", "B", "N", "C", "C", "C", "C", "N", "N", "C", "C", "C", "C", "N", "N", "C", "C", "C", "C", "N", "H", "H", "H", "H", "H", "H", "H", "H", "H", "H", "H", "H", "H", "H", "H", "H", "H", "H", "H", "H", "S", "C", "N", "C", "C", "N", "H", "H", "H", "H", "H", "H", "O", "P", "C", "C", "C", "C", "C", "C", "C", "C", "C", "C", "C", "C", "C", "C", "C", "C", "C", "C", "H", "H", "H", "H", "H", "H", "H", "H", "H", "H", "H", "H", "H", "H", "H", "H", "H", "H", "H", "H", "H", "H", "H", "H", "H", "H", "H", "H", "H", "H", "H", "H", "H"], "xyz": [[0.32, 0.63, -0.41], [4.23, -0.45, -0.15], [3.68, -0.20, -1.51], [4.32, -0.40, -2.74], [3.39, 0.00, -3.68], [2.27, 0.39, -3.04], [2.45, 0.26, -1.69], [0.98, 1.07, -3.54], [-0.26, 0.05, -3.13], [-0.44, -1.03, -3.86], [-1.71, -1.57, -3.58], [-2.27, -0.63, -2.65], [-3.64, -0.66, -2.09], [-1.40, 0.31, -2.37], [0.73, 2.45, -2.91], [0.98, 3.60, -3.58], [0.85, 4.65, -2.70], [0.51, 4.06, -1.48], [0.25, 4.72, -0.18], [0.44, 2.74, -1.60], [0.86, 1.18, -5.04], [-0.28, 1.51, -5.71], [0.04, 1.68, -7.03], [1.44, 1.44, -7.09], [2.33, 1.48, -8.28], [1.92, 1.15, -5.89], [4.52, -1.49, -0.02], [3.50, -0.20, 0.62], [5.11, 0.16, 0.03], [5.32, -0.74, -2.93], [3.44, 0.07, -4.75], [0.31, -1.35, -4.57], [-2.20, -2.39, -4.07], [-4.37, -0.62, -2.90], [-3.81, 0.19, -1.44], [-3.82, -1.58, -1.53], [1.24, 3.57, -4.62], [0.97, 5.70, -2.92], [-0.03, 5.76, -0.33], [1.14, 4.71, 0.46], [-0.56, 4.24, 0.36], [-1.22, 1.63, -5.20], [-0.62, 1.95, -7.83], [1.79, 1.84, -9.15], [2.72, 0.48, -8.51], [3.18, 2.14, -8.11], [-0.46, -2.78, -1.52], [-0.27, -4.45, -1.85], [0.01, -5.36, -0.93], [0.13, -6.71, -1.50], [-0.16, -6.47, -2.99], [-0.37, -5.02, -3.05], [0.08, -5.13, 0.05], [-0.59, -7.38, -1.04], [1.14, -7.10, -1.33], [-1.05, -7.00, -3.33], [0.68, -6.75, -3.62], [-0.55, -4.49, -3.89], [0.30, 0.72, 1.95], [-0.51, 0.24, 3.15], [0.31, -1.08, 4.14], [0.20, -2.49, 3.53], [1.12, -2.69, 2.33], [2.57, -2.42, 2.70], [2.73, -1.03, 3.32], [1.79, -0.84, 4.50], [-1.99, -0.59, 2.47], [-2.93, -1.30, 3.47], [-4.12, -0.47, 3.92], [-4.91, 0.05, 2.73], [-4.02, 0.93, 1.87], [-2.77, 0.19, 1.39], [-0.98, 1.61, 4.25], [0.09, 2.07, 5.26], [1.27, 2.81, 4.63], [0.84, 3.70, 3.46], [-0.62, 4.08, 3.59], [-1.51, 2.84, 3.46], [-0.27, -1.07, 5.07], [-0.83, -2.77, 3.30], [0.51, -3.18, 4.32], [0.81, -2.02, 1.51], [1.01, -3.71, 1.95], [3.22, -2.54, 1.84], [2.88, -3.17, 3.43], [2.52, -0.27, 2.57], [3.76, -0.88, 3.64], [1.94, 0.14, 4.95], [2.03, -1.57, 5.28], [-1.47, -1.39, 1.92], [-2.36, -1.65, 4.34], [-3.31, -2.20, 2.98], [-3.80, 0.38, 4.54], [-4.75, -1.08, 4.57], [-5.79, 0.60, 3.05], [-5.27, -0.81, 2.14], [-3.72, 1.80, 2.45], [-4.56, 1.32, 1.00], [-2.11, 0.92, 0.89], [-3.07, -0.54, 0.64], [-1.81, 1.19, 4.82], [0.42, 1.24, 5.89], [-0.43, 2.75, 5.95], [2.04, 2.11, 4.30], [1.74, 3.42, 5.41], [0.98, 3.16, 2.52], [1.48, 4.58, 3.40], [-0.92, 4.81, 2.83], [-0.79, 4.57, 4.55], [-1.60, 2.60, 2.39], [-2.52, 3.07, 3.81]], "e_homo_ev": [-13.117, -13.110], "relative_energy_kcal_mol": 0.00, "orbital_gap_ev": [8.7, 5.1], "charge": 2, "multiplicity": 2, "molar_mass_g_mol": 821.4}

---

{"formula": "C8H20O2Si", "method": "ωB97M-V/def2-TZVPD", "species": ["C", "C", "C", "C", "O", "Si", "C", "C", "O", "C", "C", "H", "H", "H", "H", "H", "H", "H", "H", "H", "H", "H", "H", "H", "H", "H", "H", "H", "H", "H", "H"], "xyz": [[1.98, -1.94, 1.05], [1.06, -2.89, 0.28], [-0.36, -2.86, 0.76], [-0.97, -1.43, 0.62], [-0.55, -0.83, -0.56], [-1.01, 0.77, -0.84], [0.11, 1.39, -2.17], [-2.86, 0.93, -1.21], [-0.76, 1.58, 0.58], [0.59, 1.84, 0.93], [1.08, 3.18, 0.54], [1.68, -0.90, 0.94], [1.94, -2.05, 2.12], [2.99, -1.99, 0.71], [1.47, -3.90, 0.29], [1.01, -2.50, -0.74], [-0.44, -3.18, 1.82], [-0.93, -3.57, 0.13], [-2.07, -1.49, 0.52], [-0.76, -0.74, 1.43], [1.15, 1.07, -1.97], [0.06, 2.46, -2.26], [-0.23, 0.98, -3.10], [-3.14, 1.71, -1.89], [-3.18, 0.00, -1.66], [-3.37, 1.08, -0.26], [1.17, 1.01, 0.54], [0.65, 1.71, 2.03], [0.48, 3.96, 1.03], [1.09, 3.29, -0.55], [2.12, 3.27, 0.86]], "e_homo_ev": -9.976, "smiles": "CCCCO[Si](C)(C)OCC", "relative_energy_kcal_mol": 10.33, "orbital_gap_ev": 10.9, "charge": 0, "multiplicity": 1, "molar_mass_g_mol": 176.3}

---

{"formula": "C2H2FO2Pd", "method": "ωB97M-V/def2-TZVPD", "species": ["O", "C", "C", "O", "H", "F", "Pd", "H"], "xyz": [[0.98, -0.67, -0.29], [-0.20, -0.93, -0.06], [-1.08, 0.29, 0.15], [-0.59, 1.40, 0.16], [-0.62, -1.94, -0.06], [-2.35, 0.10, 0.15], [1.22, 1.14, 0.02], [2.64, 0.60, -0.08]], "e_homo_ev": [-13.579, -16.895], "orbital_gap_ev": [6.0, 7.3], "charge": 1, "multiplicity": 3, "molar_mass_g_mol": 183.5}

---

What is the charge in the sixth record? +1